Below is a structure of composition C46H48MgN4O7P2S2Se2, with properties calculated with the ωB97M-V functional and the def2-TZVPD basis.

Last column: Mulliken charge in e.
Cartesian coordinates (Å):
Mg1 2.552858 -1.183978 1.199509  2.47
O1 2.247972 3.360469 5.697929  -0.61
C1 2.962343 2.136588 5.617957  -1.26
C2 3.028592 1.532267 4.207905  2.44
C3 3.780966 2.506439 3.299205  -0.84
O2 3.041518 3.726244 3.097170  -0.82
C4 3.790553 0.195103 4.344990  -1.56
Se1 4.791440 -0.528708 2.788734  -0.62
C5 1.585867 1.298716 3.717038  -1.53
Se2 1.402066 1.116163 1.773098  -0.86
H1 2.412829 3.805553 4.847169  0.47
H2 2.475050 1.431724 6.300823  0.37
H3 3.994507 2.284295 5.971238  0.44
H4 3.981510 2.036234 2.337301  0.15
H5 4.739646 2.782442 3.748030  0.51
H6 2.385755 3.475424 2.422065  0.37
H7 3.065622 -0.568926 4.631788  0.39
H8 4.511525 0.281445 5.163759  0.40
H9 0.947785 2.136299 4.007236  0.46
H10 1.185454 0.403661 4.200523  0.64
O3 1.469428 -2.365326 2.483649  -0.45
N1 0.712046 -3.235895 1.977370  -0.81
N2 0.629286 -3.171264 0.695813  0.77
O4 1.260857 -2.283905 -0.018743  -0.35
C6 -0.229289 -4.092222 0.039847  -0.03
C7 -1.132975 -4.874255 0.753365  -0.25
C8 -1.976724 -5.725059 0.063024  -0.53
C9 -1.928363 -5.805763 -1.324981  -0.64
C10 -1.016506 -5.027687 -2.018548  -0.71
C11 -0.162057 -4.168648 -1.342779  -0.11
H11 -1.173684 -4.793820 1.828283  0.48
H12 -2.688399 -6.323868 0.616918  0.37
H13 -2.602236 -6.465022 -1.856444  0.39
H14 -0.968746 -5.076383 -3.099849  0.35
H15 0.552209 -3.547683 -1.858149  0.49
C12 -5.295459 1.149516 -3.135165  -0.58
S1 -6.002988 1.329256 -1.484898  -0.16
C13 -4.872933 2.534056 -0.722094  -1.16
C14 -3.704028 1.942394 0.060092  -0.44
C15 -2.688615 1.296105 -0.870303  -0.60
N3 -1.455800 0.848622 -0.229081  0.93
P1 0.030795 0.961056 -1.123370  0.31
C16 -0.454913 0.212165 -2.747557  0.23
C17 0.160809 -1.011648 -2.999126  -0.19
C18 -0.100529 -1.717943 -4.166536  -0.49
C19 -0.978109 -1.204217 -5.107071  -0.83
C20 -1.586504 0.024647 -4.879477  -0.71
C21 -1.319046 0.726373 -3.714177  -0.18
C22 -0.008742 2.742665 -1.537739  0.38
C23 -0.355114 3.661422 -0.547636  -0.39
C24 -0.276474 5.022952 -0.788816  -0.98
C25 0.167286 5.489660 -2.018631  -0.58
C26 0.545827 4.583660 -2.998295  -0.68
C27 0.461989 3.219820 -2.757643  -0.61
P2 -1.452890 -0.500931 0.857795  1.29
C28 -2.033172 0.150279 2.465630  0.86
C29 -2.322359 -0.778511 3.463112  -0.94
C30 -2.623959 -0.368423 4.752962  -0.65
C31 -2.617767 0.982227 5.069560  -0.72
C32 -2.296161 1.913148 4.091737  -0.73
C33 -1.998226 1.497948 2.803369  -0.18
C34 -2.972199 -1.373996 0.271445  0.90
C35 -4.187897 -1.483164 0.934590  -0.43
C36 -5.223768 -2.241675 0.405518  -0.77
C37 -5.061948 -2.902546 -0.801480  -0.95
C38 -3.850987 -2.803222 -1.477090  -0.85
C39 -2.819377 -2.056083 -0.938005  -0.58
H16 -5.990147 0.539427 -3.711074  0.38
H17 -4.329193 0.650960 -3.121750  0.00
H18 -5.199473 2.120181 -3.622312  0.29
H19 -5.499112 3.138787 -0.064332  0.54
H20 -4.510544 3.188568 -1.519296  0.37
H21 -4.078504 1.218441 0.785762  0.15
H22 -3.217611 2.744966 0.619594  0.18
H23 -2.416530 2.047599 -1.619003  0.48
H24 -3.164926 0.463080 -1.399717  -0.24
H25 0.855528 -1.397050 -2.262383  -0.03
H26 0.396851 -2.664649 -4.345831  0.50
H27 -1.176079 -1.747405 -6.023846  0.36
H28 -2.265071 0.441104 -5.615108  0.42
H29 -1.778411 1.696916 -3.570365  0.47
H30 -0.657394 3.291309 0.423994  0.56
H31 -0.544133 5.721773 -0.005600  0.46
H32 0.238954 6.554923 -2.204053  0.36
H33 0.920260 4.936764 -3.951177  0.40
H34 0.796833 2.522172 -3.512880  0.45
H35 -2.291908 -1.838684 3.231819  0.47
H36 -2.840474 -1.106325 5.516180  0.40
H37 -2.832586 1.306736 6.080364  0.33
H38 -2.246050 2.965676 4.340995  0.43
H39 -1.689046 2.214003 2.057186  0.01
H40 -4.337768 -0.962462 1.873541  0.35
H41 -6.166549 -2.302501 0.936062  0.39
H42 -5.872711 -3.489200 -1.215880  0.39
H43 -3.702143 -3.318408 -2.417789  0.54
H44 -1.875182 -1.995213 -1.465634  0.26
O5 4.128730 -2.507046 0.274545  -0.68
C40 4.366103 -1.562717 -0.476973  0.78
N4 3.551759 -0.489791 -0.554057  -0.41
S2 4.076060 0.611255 -1.616033  1.08
O6 4.402728 1.869274 -1.010553  -0.68
O7 3.230125 0.639268 -2.788757  -0.65
C41 5.558193 -0.267045 -2.046024  0.29
C42 6.547795 0.073007 -2.946081  -0.67
C43 7.571145 -0.846743 -3.145499  -0.53
C44 7.587052 -2.061996 -2.463767  -0.53
C45 6.580806 -2.383507 -1.561648  -0.53
C46 5.565668 -1.464147 -1.370450  -0.36
H45 6.528750 1.018491 -3.469476  0.46
H46 8.371315 -0.613485 -3.837298  0.37
H47 8.398178 -2.758240 -2.637429  0.38
H48 6.573261 -3.314351 -1.011810  0.52

Force components x, y, z for each atom (eV/Å):
Mg 0.22 0.43 0.52
O 0.00 0.19 0.04
C 0.03 -0.10 0.08
C -0.03 -0.10 -0.01
C 0.10 -0.09 -0.02
O -0.09 0.01 -0.12
C 0.09 0.00 -0.08
Se -0.41 -0.18 0.13
C 0.05 0.06 0.04
Se -0.27 0.19 -0.18
H -0.07 0.00 0.02
H -0.01 -0.02 0.00
H -0.02 -0.03 0.03
H 0.02 0.00 0.07
H -0.03 0.00 0.03
H -0.01 0.06 0.01
H 0.06 0.01 0.08
H 0.03 0.00 -0.05
H 0.08 -0.06 0.02
H 0.01 0.03 -0.01
O 0.02 -0.24 0.06
N -0.12 0.03 0.04
N -0.13 -0.06 0.05
O 0.15 0.02 0.00
C 0.06 0.05 0.05
C -0.06 0.00 -0.05
C 0.00 -0.02 -0.03
C 0.01 -0.03 0.06
C 0.05 0.01 -0.05
C -0.03 -0.10 0.02
H 0.00 0.01 0.02
H -0.03 -0.01 0.00
H -0.02 -0.02 -0.01
H -0.01 0.00 -0.01
H 0.03 0.02 -0.01
C 0.01 0.00 -0.02
S -0.01 0.02 0.01
C 0.02 -0.06 0.00
C -0.05 -0.04 -0.09
C -0.06 0.18 -0.04
N -0.08 -0.21 -0.03
P -0.13 -0.06 0.12
C 0.19 0.06 -0.07
C 0.03 -0.04 -0.04
C 0.02 -0.05 0.01
C -0.03 0.00 -0.03
C -0.02 -0.03 0.00
C -0.07 0.04 0.00
C 0.03 -0.04 0.00
C -0.04 -0.01 0.01
C -0.02 0.03 0.01
C 0.01 0.04 -0.03
C -0.01 0.03 0.00
C 0.08 0.04 0.01
P 0.14 0.09 0.07
C 0.05 0.01 0.00
C -0.02 -0.04 0.00
C -0.01 0.00 0.02
C -0.02 0.01 0.03
C 0.00 0.01 0.02
C 0.04 -0.02 0.04
C 0.09 -0.10 0.03
C -0.09 0.06 0.07
C -0.03 -0.04 0.00
C 0.00 0.01 -0.03
C -0.08 0.01 -0.03
C -0.06 0.00 -0.05
H -0.02 -0.01 0.01
H 0.04 -0.03 0.02
H 0.00 0.02 0.01
H 0.00 -0.02 0.00
H -0.01 0.06 0.02
H 0.02 0.04 0.03
H -0.03 0.03 -0.02
H -0.03 -0.05 0.06
H 0.00 0.08 -0.03
H 0.06 -0.02 0.04
H -0.01 0.01 0.00
H -0.01 -0.01 0.00
H 0.00 0.00 -0.01
H 0.02 0.01 -0.01
H 0.01 0.00 0.01
H 0.00 0.01 0.01
H 0.00 0.00 0.00
H 0.01 0.01 -0.02
H 0.01 -0.05 -0.05
H 0.01 -0.01 0.00
H 0.00 0.00 0.00
H 0.00 0.00 0.01
H 0.01 0.02 0.01
H 0.04 0.03 -0.01
H 0.00 -0.03 -0.03
H -0.02 -0.01 0.01
H -0.01 -0.02 -0.01
H 0.00 -0.01 -0.02
H 0.04 0.01 -0.01
O 0.12 -0.20 0.03
C -0.07 0.23 -0.30
N 0.44 -0.09 -0.48
S -0.29 -0.09 0.20
O 0.02 0.04 -0.06
O -0.02 0.10 -0.01
C 0.08 0.03 -0.27
C 0.06 -0.07 0.05
C 0.02 0.05 -0.01
C -0.01 -0.01 0.03
C 0.00 0.05 0.00
C -0.02 -0.09 0.09
H -0.01 0.04 -0.02
H 0.01 -0.01 -0.02
H 0.01 -0.01 0.00
H 0.01 -0.03 0.02

Output
Charge: -2
Relative energy (zero: lowest compared OMol25 entry of this formula, charge and spin) in kcal per mole: 1.0
LUMO in eV: 3.643

---

Below is a cluster of 9 separate species, C46H48N4O20 in total at a distorted geometry, with properties calculated with the ωB97M-V functional and the def2-TZVPD basis.

Last column: Mulliken charge in e.
Cartesian coordinates (Å):
C1 16.044882 -10.506675 21.136635  -1.13
C2 17.156577 -10.664179 21.900422  0.18
C3 18.504917 -10.311104 21.538222  0.93
O1 19.447073 -10.561980 22.249843  -0.61
C4 18.588378 -9.499968 20.279688  -0.71
C5 17.530023 -9.481811 19.429583  0.62
C6 16.111703 -9.963860 19.798923  0.44
O2 15.254601 -10.081747 18.964605  -0.16
O3 17.584148 -8.846128 18.236840  -0.24
O4 17.044182 -11.174212 23.142575  -0.57
H1 15.129491 -10.867268 21.582103  0.48
H2 19.560785 -9.186211 19.929866  0.59
H3 16.710413 -8.705564 17.864789  0.11
H4 17.933887 -11.003548 23.460228  0.33
C7 14.258603 -16.410675 11.694527  -0.94
C8 13.138529 -15.702827 12.099439  0.21
C9 13.162678 -14.317830 12.480693  0.95
O5 12.150244 -13.665376 12.839157  -0.56
C10 14.510537 -13.665667 12.304025  -0.65
C11 15.624042 -14.370902 11.944578  0.34
C12 15.625965 -15.839474 11.578889  0.54
O6 16.614861 -16.441933 11.149994  -0.61
O7 16.822409 -13.728402 11.821930  -0.21
O8 11.904782 -16.291854 12.251941  -0.55
H5 14.135576 -17.466876 11.505614  0.42
H6 14.678606 -12.612574 12.474759  0.48
H7 17.507097 -14.356621 11.580805  0.26
H8 11.211246 -15.648209 12.414222  0.34
C13 12.619869 -5.269286 14.409177  -0.75
C14 11.408672 -5.299051 15.024397  0.31
C15 11.295090 -5.143022 16.544210  0.66
O9 10.289408 -5.166170 17.249803  -0.64
C16 12.606714 -4.952877 17.184476  -0.74
C17 13.811149 -5.089538 16.569614  0.29
C18 13.935817 -5.157727 15.056143  1.12
O10 14.966596 -5.165184 14.400193  -0.58
O11 15.064194 -4.871610 17.141395  -0.52
O12 10.251416 -5.425136 14.345072  -0.53
H9 12.587096 -5.371116 13.334491  0.43
H10 12.674517 -4.791001 18.250127  0.46
H11 15.701130 -5.028251 16.440421  0.29
H12 9.557195 -5.014827 14.865938  0.33
C19 20.554999 -3.006744 14.430321  -0.84
C20 19.455703 -3.146117 15.222226  0.16
C21 18.514724 -4.266062 15.109850  0.52
O13 17.527738 -4.366199 15.792144  -0.51
C22 18.895254 -5.130266 14.171849  0.02
C23 19.957524 -5.093482 13.318742  0.13
C24 20.888130 -3.943778 13.340801  0.45
O14 21.873909 -3.733224 12.671172  -0.58
O15 20.298557 -6.195799 12.622285  -0.38
O16 19.106811 -2.222603 16.200653  -0.62
H13 21.152680 -2.116950 14.562352  0.44
H14 18.372332 -6.069532 14.275491  0.38
H15 21.014081 -6.164396 11.983029  0.32
H16 18.383895 -2.548395 16.741806  0.36
C25 11.942439 -10.077896 17.001455  -0.55
C26 10.903158 -9.461663 17.563840  0.13
C27 9.507962 -9.477506 17.159736  0.80
O17 8.565310 -8.923327 17.700038  -0.62
C28 9.246685 -10.463085 16.147896  -0.79
C29 10.297227 -11.061026 15.465074  0.19
C30 11.755901 -10.848466 15.823038  0.53
O18 12.721223 -11.314259 15.165552  -0.20
O19 10.042439 -11.759444 14.310213  -0.59
O20 11.135745 -8.664410 18.682394  -0.58
H17 12.885040 -9.936191 17.509218  0.61
H18 8.239031 -10.606631 15.786737  0.45
H19 10.899834 -11.885909 13.897306  0.31
H20 10.245009 -8.488926 18.994473  0.32
C31 19.539300 -9.085714 10.287338  -1.37
C32 18.890275 -9.775639 11.494122  0.51
C33 17.939135 -10.963694 11.137098  0.50
C34 17.119514 -10.865117 9.935996  0.00
N1 16.550418 -10.740534 8.926129  -0.58
H21 18.907775 -8.703972 9.485122  0.40
H22 20.111640 -9.781549 9.673886  0.41
H23 20.242116 -8.315274 10.604454  0.19
H24 18.287351 -9.025096 12.005267  -0.34
H25 19.646805 -10.130118 12.194201  0.32
H26 17.310211 -11.255866 11.978039  -0.25
H27 18.407879 -11.898479 10.829615  0.33
C35 23.031777 -9.048978 16.646734  -1.26
C36 21.990514 -9.123059 17.655048  -0.41
C37 20.698151 -9.978766 17.253785  -0.34
C38 19.870519 -9.380222 16.175132  0.13
N2 19.220251 -8.849799 15.387214  -0.31
H28 22.776868 -8.237880 15.964647  0.25
H29 23.088293 -9.957018 16.046422  0.32
H30 24.040821 -8.917989 17.037585  0.35
H31 21.733530 -8.099324 17.927106  0.35
H32 22.402323 -9.615072 18.536202  0.41
H33 20.030004 -10.280727 18.060309  0.10
H34 21.230070 -10.836943 16.843069  0.34
C39 16.957615 -12.649056 14.940948  -0.12
C40 16.858837 -13.200406 16.387182  -0.88
C41 15.575688 -12.689881 17.036125  0.90
C42 14.361190 -13.512209 16.961259  -0.07
N3 13.462032 -14.201529 16.820981  -0.58
H35 16.037960 -12.909476 14.417018  -0.14
H36 17.819460 -13.102893 14.451723  0.47
H37 17.060441 -11.563947 14.948670  -0.09
H38 17.656447 -12.784396 17.002696  0.30
H39 16.857640 -14.290147 16.410866  0.37
H40 15.345177 -11.670684 16.725976  -0.35
H41 15.852060 -12.638079 18.089233  0.14
C43 13.741421 -8.411538 13.274362  -1.24
C44 15.082896 -9.092193 13.186425  0.09
C45 16.198389 -8.391999 13.950991  0.97
C46 15.838865 -8.301300 15.318792  0.19
N4 15.412500 -8.177688 16.415207  -1.10
H42 13.896802 -7.340925 13.141083  0.16
H43 13.215214 -8.506516 14.224197  0.15
H44 13.036131 -8.611606 12.467741  0.58
H45 15.409559 -9.355170 12.180325  0.37
H46 14.903638 -10.065964 13.642199  -0.35
H47 16.231478 -7.403347 13.493198  0.30
H48 17.175934 -8.867404 13.870445  -0.40

Force components x, y, z for each atom (eV/Å):
C 0.61 -0.21 1.18
C -3.10 -0.73 0.77
C 0.91 2.35 -2.71
O 0.26 -0.29 0.58
C -0.24 -1.62 -0.19
C -0.64 1.91 -0.61
C 1.69 -1.48 0.57
O -0.40 0.67 -0.46
O 1.32 -0.74 1.34
O -0.07 0.35 -0.83
H -0.28 0.12 -0.29
H 0.05 0.26 0.19
H -0.96 -0.09 -0.43
H 0.73 -0.51 1.01
C -1.34 0.32 0.65
C -0.56 -2.90 -0.16
C 0.10 4.42 0.36
O 2.26 -2.09 -0.90
C 0.67 -1.14 -0.05
C 0.32 0.86 -0.03
C -0.75 -0.37 -0.47
O -1.47 1.35 1.01
O -1.11 -0.02 0.27
O 1.94 -0.63 -0.71
H 0.04 -0.06 -0.16
H -0.50 0.13 0.14
H 0.12 -0.58 -0.20
H 0.10 0.71 0.23
C -1.33 -0.21 -0.31
C 0.14 0.39 0.52
C 0.92 0.06 1.20
O 0.55 0.01 -2.01
C 1.85 -0.48 0.13
C 2.07 1.47 -0.24
C -1.56 -0.88 -0.44
O -0.49 0.13 1.21
O -2.94 -0.54 0.27
O 0.75 0.04 -0.23
H 0.22 0.08 -0.16
H -0.47 0.01 0.14
H 0.70 0.01 -0.48
H -0.43 -0.16 0.38
C -1.40 0.53 1.01
C 0.39 2.54 1.67
C 0.24 3.18 1.45
O -0.88 0.14 1.24
C 1.45 -5.43 -4.30
C 0.08 -1.23 0.01
C 0.11 1.97 1.59
O -0.28 -1.09 -0.71
O -1.20 -0.25 0.48
O 1.56 -0.48 -1.60
H 0.22 -0.06 -0.14
H -0.13 -0.35 -0.58
H 0.33 0.97 0.11
H -0.45 -0.52 -0.14
C -0.06 0.64 0.88
C 1.70 2.58 2.90
C -2.05 -2.33 -0.76
O 1.09 0.91 0.62
C 1.85 -1.22 -2.23
C -1.94 0.38 -1.20
C 2.00 -1.17 -1.24
O -2.78 0.85 0.92
O 0.17 0.91 1.81
O -0.14 -1.38 -1.54
H 0.36 -0.19 -0.36
H -0.03 0.01 0.05
H 0.65 -0.60 -0.37
H -0.49 0.61 0.44
C 0.66 -0.68 -0.58
C -0.89 0.03 -1.07
C 0.19 -0.48 -0.18
C -1.33 1.53 -1.83
N 0.88 -0.38 1.77
H -0.72 0.39 0.66
H 0.44 -0.42 0.37
H -0.18 0.08 0.03
H 0.03 -0.05 0.18
H -0.06 -0.02 -0.05
H -0.01 0.18 0.04
H 1.05 -0.06 0.70
C 0.98 -0.11 -2.23
C -2.22 -0.23 2.04
C 1.40 0.74 -0.90
C 0.32 0.21 0.44
N 0.23 -0.29 0.08
H 0.42 0.01 -0.26
H 0.00 -0.17 -0.12
H -0.17 0.33 0.17
H -0.32 -0.11 0.35
H -0.30 -0.02 0.24
H 0.30 0.16 0.07
H -0.69 -0.53 -0.08
C 0.15 -0.78 0.80
C -0.62 0.68 -1.12
C -0.05 0.11 1.28
C 1.24 0.46 -0.62
N -0.77 -0.48 0.06
H 0.13 -0.01 -0.18
H -0.08 0.16 -0.28
H 0.06 0.05 0.03
H 0.27 -0.33 -0.14
H 0.31 0.04 -0.01
H -0.09 0.01 -0.05
H -0.55 0.21 0.28
C -0.32 1.70 -0.63
C -0.47 -2.10 0.32
C 0.00 0.07 -1.54
C -1.84 1.03 4.77
N 1.57 -0.53 -3.38
H 0.07 0.29 0.12
H 0.24 -0.33 0.08
H 0.14 -0.68 0.02
H -0.07 0.55 -0.22
H 0.30 -0.38 0.13
H 0.43 0.37 0.40
H -0.06 -0.04 -0.08

Output
Charge: 0
Relative energy (zero: lowest compared OMol25 entry of this formula, charge and spin) in kcal per mole: 63.3
LUMO in eV: -2.108